# 1
{"formula": "C40H49NO2S5SeW", "method": "the ωB97M-V functional and the def2-TZVPD basis", "species": ["W", "Se", "S", "S", "S", "S", "S", "O", "O", "N", "C", "C", "C", "C", "C", "C", "C", "C", "C", "C", "C", "C", "C", "C", "C", "C", "C", "C", "C", "C", "C", "C", "C", "C", "C", "C", "C", "C", "C", "C", "C", "C", "C", "C", "C", "C", "C", "C", "C", "C", "H", "H", "H", "H", "H", "H", "H", "H", "H", "H", "H", "H", "H", "H", "H", "H", "H", "H", "H", "H", "H", "H", "H", "H", "H", "H", "H", "H", "H", "H", "H", "H", "H", "H", "H", "H", "H", "H", "H", "H", "H", "H", "H", "H", "H", "H", "H", "H", "H"], "xyz": [[-0.86687, 0.65864, -1.48901], [-0.03325, 1.83492, 0.80810], [-0.97410, 1.26006, -5.88848], [0.50166, -1.12163, -7.01400], [0.16252, -2.82406, -4.66418], [-1.44787, -0.95324, -3.12870], [1.69330, -3.93113, -6.88040], [-2.15974, 0.05196, -0.33533], [0.97048, 0.52854, -1.56113], [-7.56075, 2.30835, 0.17099], [-4.28597, 3.12444, -0.40724], [-3.70007, 1.95947, -2.89449], [-5.03442, 1.98752, -2.45185], [-2.01272, -2.16526, 5.67328], [-3.01193, 3.18243, -0.93764], [5.24176, 1.00973, 2.22926], [-5.25592, -0.90437, 0.71025], [-1.52487, -0.62739, 3.74244], [4.87616, 2.11648, 3.27625], [-0.82706, 1.40209, -7.69124], [-1.53988, 0.18522, 6.05554], [5.12292, -0.83141, -2.54419], [-5.32168, 2.51107, -1.16234], [-1.97783, -0.28407, 1.01261], [3.68844, -0.49290, -2.32606], [3.98053, 0.77271, 1.27918], [-6.65769, 2.40900, -0.56677], [1.98022, 0.54546, -0.61722], [-1.20066, -1.00022, 5.13706], [-2.58261, -1.26849, 3.02006], [-2.87624, -1.10457, 1.65672], [-1.01511, 0.41757, 1.73517], [-1.20431, 2.46506, -2.45268], [2.71126, 1.13168, 1.58118], [0.30750, -1.38821, 5.19721], [0.78627, -2.70234, -6.26249], [-0.76841, 0.29453, 3.04812], [3.26631, 0.05126, -0.96209], [4.18324, 0.18694, 0.06285], [-2.66676, 2.55963, -2.13905], [5.62185, -0.31478, 2.91661], [2.93288, -1.84570, -2.43250], [-4.49107, -3.09485, 1.63261], [3.26937, 0.47365, -3.46236], [-4.04826, -1.86478, 0.84005], [-3.54707, -2.37374, -0.54951], [6.44545, 1.58819, 1.45102], [1.73400, 1.05837, 0.61088], [-0.53306, -1.26721, -4.59672], [-0.36520, -0.41017, -5.72921], [-4.45885, -2.62807, -1.12283], [1.88069, -1.67487, -2.43326], [-4.97092, 0.03626, 0.30389], [-5.66001, -0.56888, 1.73098], [5.24870, -1.26640, -3.54911], [3.68096, 1.43566, -3.32560], [-2.94438, -3.25455, -0.54513], [7.20774, 0.83544, 1.12544], [-3.03252, -1.79106, 5.80993], [-2.63197, 0.43638, 6.06636], [-2.04458, -2.96593, 4.93603], [3.51522, 0.03620, -4.45520], [-0.96902, 2.45145, -7.95749], [-3.20051, -1.94114, 3.62606], [-3.72738, -3.57204, 2.19189], [-1.15888, 0.04510, 7.03931], [-2.28942, 3.77328, -0.46597], [-0.64989, 3.31043, -1.97891], [0.37555, -1.94268, 6.12316], [2.19520, 0.60092, -3.34544], [4.51425, 3.02606, 2.85776], [-5.90841, 1.64639, -3.06823], [-1.52345, 0.79983, -8.15738], [3.21694, -2.57959, -1.64722], [7.03519, 2.38765, 2.03943], [-1.10744, 1.14407, 5.64308], [5.86028, -0.02403, -2.50217], [5.73736, 2.37758, 3.94589], [-6.06988, -1.25564, 0.06078], [4.70629, -0.78938, 3.30686], [0.14613, 1.13381, -8.07656], [5.16849, -0.12063, -0.21906], [-5.06717, -3.80696, 1.02235], [0.96034, -0.51286, 5.28598], [0.62323, -2.12252, 4.45969], [6.12684, 2.16244, 0.53355], [3.23329, -2.23232, -3.40489], [-4.48594, 3.70864, 0.49986], [5.63224, -1.55782, -1.81688], [2.50333, 1.51268, 2.56791], [-0.99657, 2.30324, -3.53086], [-1.75544, -2.42432, 6.67856], [-3.34274, 1.51675, -3.77785], [-0.04210, 0.92661, 3.60482], [6.02204, -0.96296, 2.16574], [6.41114, -0.14255, 3.69848], [-2.89915, -1.65345, -1.03270], [4.12427, 1.70485, 3.92600], [-5.17384, -2.82551, 2.46234]], "spin_multiplicity": 1, "e_lumo_ev": [-8.734, -8.740], "e_homo_ev": [-12.945, -12.944], "charge": 2, "orbital_gap_ev": [4.211, 4.205], "energy_ha": -6217.6382}

# 2
{"formula": "C6H14N2O2", "method": "the ωB97M-V functional and the def2-TZVPD basis", "species": ["O", "O", "N", "N", "C", "C", "C", "C", "C", "C", "H", "H", "H", "H", "H", "H", "H", "H", "H", "H", "H", "H", "H", "H"], "xyz": [[-0.14397, -2.65547, -2.42873], [-1.35542, 0.93115, 1.05770], [0.79509, 1.42495, 1.56011], [-0.40732, -0.47502, -1.87000], [0.99408, -1.85049, -0.45885], [-0.21620, -0.52727, 2.59313], [-1.48782, -0.25316, -2.80609], [0.08489, -1.73376, -1.67351], [0.81639, 2.69849, 0.81893], [-0.31652, 0.64467, 1.62893], [-1.56069, -1.09941, -3.48405], [1.91552, -2.38051, -0.67598], [-1.23657, 0.58216, -3.46118], [-0.23198, 2.96158, 0.73056], [0.37372, -1.34331, 2.19264], [1.15947, 3.44433, 1.53984], [-2.42155, 0.01306, -2.32546], [-1.23195, -0.89234, 2.74178], [-0.34033, 0.17892, -1.10707], [1.28404, -0.84201, -0.14722], [1.67463, 1.04666, 1.86751], [1.26455, 2.55943, -0.15326], [0.19626, -0.15236, 3.52679], [0.39167, -2.28030, 0.33350]], "spin_multiplicity": 1, "e_lumo_ev": 0.606, "e_homo_ev": -9.425, "orbital_gap_ev": 10.032, "smiles": "CNC(C)=O.CNC(C)=O", "energy_ha": -497.0295, "e_above_lowest_kcal_mol": 17.6}

# 3
{"formula": "C33H57BrClN7O5RuSSi", "method": "the ωB97M-V functional and the def2-TZVPD basis", "species": ["Ru", "Br", "Cl", "S", "Si", "O", "O", "O", "O", "O", "N", "N", "N", "N", "N", "N", "N", "C", "C", "C", "C", "C", "C", "C", "C", "C", "C", "C", "C", "C", "C", "C", "C", "C", "C", "C", "C", "C", "C", "C", "C", "C", "C", "C", "C", "C", "C", "C", "C", "C", "H", "H", "H", "H", "H", "H", "H", "H", "H", "H", "H", "H", "H", "H", "H", "H", "H", "H", "H", "H", "H", "H", "H", "H", "H", "H", "H", "H", "H", "H", "H", "H", "H", "H", "H", "H", "H", "H", "H", "H", "H", "H", "H", "H", "H", "H", "H", "H", "H", "H", "H", "H", "H", "H", "H", "H", "H"], "xyz": [[-0.05640, 0.32295, -0.01162], [-2.09727, -1.08114, 0.50004], [-5.05374, 5.14192, -2.63089], [1.05768, -1.70609, 1.40936], [-3.24986, -3.29563, 0.98565], [2.53711, 2.28629, -1.46592], [0.30567, -1.91893, -2.10483], [-0.00804, 0.98880, 1.67245], [0.78057, 4.76424, -2.20545], [0.48501, 2.22622, -0.56292], [-0.76698, 0.06790, -2.08085], [3.81917, -1.73686, 1.56692], [4.91050, -1.28720, 0.87621], [2.09554, -0.22610, -0.99470], [3.04685, -0.72248, -0.11087], [-1.13281, -1.51637, -3.81426], [-1.90448, 2.07339, -2.12248], [-0.28743, 4.66676, -4.70203], [-1.64621, 0.90406, -2.67405], [-2.01949, -0.67239, -4.40538], [-2.30689, 0.53131, -3.88022], [5.20275, 0.00433, -1.22364], [-5.44485, -1.71981, 1.93244], [4.43095, -0.66801, -0.15481], [-2.53741, 4.92322, -3.59581], [-1.15639, 4.83432, -3.49130], [-1.36874, 5.10171, -1.08997], [-3.33225, 5.07725, -2.46353], [-3.06541, -5.87977, 0.00461], [-2.59047, -4.45166, -0.36093], [-5.23771, -1.76672, -0.53256], [-1.41175, -4.47034, 2.86771], [-0.58166, 4.90004, -2.21294], [-5.00720, -2.58707, 0.74482], [1.54796, 2.83641, -1.01908], [0.16939, 3.05406, 2.81334], [-0.82248, 1.97338, 2.41427], [-1.35785, 1.22251, 3.61811], [-5.94230, -3.82081, 0.66644], [-2.75206, 5.18682, -1.21403], [-0.82509, -2.80474, -4.45119], [-0.49491, -1.16473, -2.64191], [-2.57392, -2.45239, 3.66301], [-3.15075, -4.10003, -1.74275], [1.46077, 4.36431, -1.02608], [2.67091, -1.40521, 0.98996], [-2.72927, -3.69016, 2.77439], [-1.94548, 2.51745, 1.55293], [-3.84396, -4.59043, 3.36187], [-1.05984, -4.45742, -0.45614], [-3.45495, -1.81533, 3.68649], [-1.44535, -5.43233, 2.36186], [-5.45393, -2.25963, 2.87617], [1.86893, -0.93581, -1.69277], [-0.58034, -4.82622, 0.44397], [2.40864, 0.69347, -1.36359], [-0.94028, 5.19843, -0.10350], [-0.56731, -3.90020, 2.47762], [-2.53269, 2.72688, -2.57267], [-5.76964, -4.41152, -0.23249], [-5.05613, -2.33198, -1.44188], [-1.85648, 1.92996, 4.28287], [-0.54904, 0.74533, 4.16944], [-2.70343, -4.77716, -2.47612], [2.47068, 4.75738, -1.10353], [-4.14994, -5.97434, 0.04924], [-6.46562, -1.37467, 1.75012], [6.25722, -0.03377, -0.96520], [-3.53597, -4.89798, 4.36453], [-0.77546, -5.13072, -1.27073], [-2.65036, -6.23246, 0.94766], [-2.90686, -3.07451, -2.03417], [-4.81674, -0.83384, 2.04764], [0.37711, 3.80816, -4.59793], [0.99793, 4.75043, -0.12028], [-4.22950, -4.22953, -1.80266], [-2.70793, 1.76350, 1.35321], [-6.28800, -1.46400, -0.54502], [-1.21417, -4.67078, 3.92402], [-0.08095, -3.31523, -3.85121], [-2.42106, 3.34114, 2.08689], [0.35070, 5.54022, -4.84032], [4.89343, 1.04448, -1.32811], [-3.00457, 1.20525, -4.35204], [-2.71541, -6.56411, -0.77323], [5.05658, -0.50136, -2.17904], [-0.34149, 3.81960, 3.39772], [-1.29903, 2.45591, -1.40804], [-1.57064, 2.92386, 0.61648], [-0.89374, 4.54194, -5.59703], [-4.64074, -0.85626, -0.56524], [-2.08607, 0.47381, 3.31365], [-4.00157, -5.50278, 2.78420], [-2.46979, -1.02987, -5.32161], [-0.43536, -2.62934, -5.45178], [0.97050, 2.63506, 3.42017], [-1.72818, -3.40883, -4.50529], [3.94665, -2.25458, 2.42229], [-2.38380, -2.78895, 4.68582], [-4.79713, -4.07644, 3.46397], [-6.97446, -3.46359, 0.61882], [0.60255, 3.52118, 1.92948], [-3.37073, 5.34679, -0.34191], [-0.65563, -3.47254, -0.68788], [-5.87228, -4.47781, 1.53290], [-3.00569, 4.87546, -4.57090], [-1.71631, -1.85578, 3.35413]], "spin_multiplicity": 5, "e_lumo_ev": [-6.751, -7.655], "e_homo_ev": [-12.946, -12.949], "charge": 2, "orbital_gap_ev": [6.195, 5.294], "energy_ha": -5867.4792, "e_above_lowest_kcal_mol": 14.2}

# 4
{"formula": "C28H32As2GeIrNO6S2", "method": "the ωB97M-V functional and the def2-TZVPD basis", "species": ["Ir", "As", "As", "Ge", "S", "S", "O", "O", "O", "O", "O", "O", "N", "C", "C", "C", "C", "C", "C", "C", "C", "C", "C", "C", "C", "C", "C", "C", "C", "C", "C", "C", "C", "C", "C", "C", "C", "C", "C", "C", "C", "H", "H", "H", "H", "H", "H", "H", "H", "H", "H", "H", "H", "H", "H", "H", "H", "H", "H", "H", "H", "H", "H", "H", "H", "H", "H", "H", "H", "H", "H", "H", "H"], "xyz": [[-1.43451, 0.64027, 0.80055], [1.02475, -0.52017, 0.89892], [-1.40002, 1.67939, -2.60914], [-3.50959, -2.16019, -0.73930], [-1.30005, 0.32300, 3.08034], [-0.44625, 3.59554, 0.29762], [-2.99037, 2.36913, -2.24574], [-1.39582, 1.16454, -4.15262], [0.44465, 2.55404, 0.81937], [-0.42186, 4.84133, 1.01610], [-0.99922, 0.59646, -1.40047], [-1.80937, 3.02808, 0.12960], [-3.80707, 1.07707, 0.77067], [1.68372, 5.29120, -2.64146], [2.78067, 0.16933, 3.13299], [2.64416, -0.15443, -0.11607], [0.15993, 3.95307, -1.34630], [4.82521, -0.74230, -0.95341], [1.46676, 0.06155, 2.69198], [2.02017, 0.92356, 5.27492], [1.47088, -3.11397, 2.23425], [0.82656, -3.18871, -0.08201], [-3.02163, -3.94230, -1.43370], [1.36602, 4.55176, -3.77106], [1.07754, 4.99282, -1.43086], [4.86101, 0.43197, -1.69286], [1.14754, -2.45194, 1.05791], [2.68086, 1.01841, -0.86568], [3.71775, -1.03869, -0.16981], [0.85109, -4.57327, -0.04718], [0.44098, 3.52141, -3.68565], [-0.17241, 3.20414, -2.47648], [-3.89093, -1.00693, -2.27718], [1.48846, -4.50422, 2.26941], [3.78759, 1.31103, -1.64923], [1.18299, -5.23345, 1.13055], [-5.21823, -2.38839, 0.24530], [0.70727, 0.82608, 4.84432], [-2.13223, -1.49077, 0.41821], [0.40928, 0.40473, 3.54707], [3.06465, 0.59834, 4.42079], [-1.58135, -2.26723, 0.95209], [5.72165, 0.65645, -2.31105], [5.65769, -1.43446, -0.99062], [-2.86500, 2.86542, -1.41857], [-3.82308, -4.35926, -2.04705], [0.53726, -2.66986, -0.99022], [1.30217, 5.56306, -0.53976], [0.17259, 2.93209, -4.55471], [2.22791, 1.26549, 6.28164], [-0.10523, 1.09298, 5.50813], [-5.75399, -1.43958, 0.32592], [2.39869, 6.10262, -2.69748], [-2.81420, -4.63261, -0.61410], [1.83928, 1.69607, -0.83218], [3.79860, 2.22275, -2.23405], [-3.99875, 0.04415, -2.00783], [4.09151, 0.68296, 4.75333], [0.59510, -5.13849, -0.93457], [-3.07090, -1.05044, -2.99525], [-4.20402, 0.86774, -0.13921], [-5.04679, -2.77221, 1.25191], [1.83370, 4.77704, -4.72173], [3.58826, -0.07907, 2.45369], [-5.86704, -3.08876, -0.28507], [-4.80747, -1.33139, -2.77576], [1.70451, -2.54718, 3.12782], [1.19281, -6.31600, 1.15982], [3.68955, -1.96451, 0.39311], [1.73776, -5.01473, 3.19160], [-2.12371, -3.86298, -2.04863], [-3.93577, 2.06292, 0.96897], [-4.27265, 0.51851, 1.47512]], "spin_multiplicity": 6, "e_lumo_ev": [2.460, 1.370], "e_homo_ev": [-3.714, -5.871], "charge": -1, "orbital_gap_ev": [6.174, 7.241], "energy_ha": -9041.4874, "e_above_lowest_kcal_mol": 0.0}